{"formula": "C4H7NO", "method": "ωB97M-V/def2-TZVPD", "elements": ["O", "C", "C", "C", "C", "N", "H", "H", "H", "H", "H", "H", "H"], "positions_angstrom": [[0.5562, -0.6218, 1.7901], [-0.3937, -1.0883, 0.0156], [-1.1131, 0.1062, -0.4616], [0.0516, 1.0472, -0.1974], [0.9757, 1.1822, -1.2601], [1.7391, 1.2020, -2.1421], [1.4033, -1.0911, 1.8664], [-0.8379, -1.8474, 0.6500], [0.4584, -1.3987, -0.5841], [-1.9762, 0.3344, 0.1678], [-1.4425, 0.0283, -1.5074], [0.7349, 0.2206, 1.2565], [-0.1558, 1.9263, 0.4063]], "atomic_forces_ev_per_a": [[0.3, 0.0, 0.0], [-0.1, -0.1, -0.2], [-0.1, -0.1, 0.0], [0.0, 0.2, -0.1], [0.6, 0.0, -0.6], [-0.7, 0.0, 0.8], [-0.1, 0.1, 0.0], [0.1, 0.2, 0.0], [-0.1, 0.1, 0.1], [0.1, 0.0, -0.1], [0.1, 0.0, 0.1], [0.0, -0.1, 0.1], [0.0, -0.1, -0.1]], "total_energy_ev": -7794.6965, "charge": 0, "de_lowest_kj_mol": 477.40}